DFT (the ωB97M-V functional and the def2-TZVPD basis) results for a molecular structure, C59H64INO6P2Zr.

Geometry as XYZ:
```
134
Properties=species:S:1:pos:R:3:forces:R:3
Zr 0.360564 -0.808161 -0.354145 0.00 0.83 0.67
O 4.223010 -0.576570 0.895696 0.01 0.07 -0.06
C 3.261111 -0.823532 0.223554 0.10 -0.05 0.00
O 2.169805 -0.093000 0.133829 0.59 0.01 0.28
C 3.151530 -2.084194 -0.601150 0.15 -0.02 -0.06
C 4.302806 -2.844390 -0.819742 -0.04 -0.03 -0.03
C 4.190817 -3.980428 -1.566472 0.01 0.04 0.03
C 2.926061 -4.375548 -2.046125 0.00 -0.01 0.00
C 2.765011 -5.571250 -2.788469 0.00 0.03 0.03
C 1.531249 -5.963703 -3.212765 0.03 0.00 -0.01
C 0.406405 -5.170252 -2.907438 -0.02 -0.01 0.00
C 0.529286 -4.006282 -2.201013 0.04 -0.03 0.00
C 1.797761 -3.570222 -1.756226 -0.08 0.00 -0.04
N 1.940783 -2.390066 -1.052910 0.25 -0.13 0.07
H 5.234000 -2.498241 -0.396534 0.00 0.00 0.00
H 5.055850 -4.594333 -1.785139 0.00 0.00 0.00
H 3.642478 -6.167967 -3.002201 0.00 0.00 0.00
H 1.409728 -6.879303 -3.774657 0.00 0.00 0.00
H -0.573723 -5.489128 -3.238224 0.00 0.00 0.00
H -0.341022 -3.410299 -1.991164 -0.01 0.01 -0.01
I -1.587431 1.642243 -1.052655 -0.15 0.10 -0.13
C -0.480607 3.415138 -1.144104 0.12 -0.03 -0.02
C -1.022365 4.442510 -0.421106 0.02 0.02 -0.01
C -0.491327 5.740701 -0.515288 0.00 -0.01 0.02
C 0.531847 5.967113 -1.381778 0.00 0.00 0.00
C 1.083585 4.921677 -2.161825 0.01 0.00 0.00
C 2.060958 5.256935 -3.128820 0.01 0.00 -0.01
C 2.564802 4.309892 -3.962574 0.01 0.01 0.01
C 2.183988 2.970621 -3.780680 -0.01 0.00 0.02
C 1.279396 2.567510 -2.822669 0.06 0.00 0.07
P 1.193535 0.726361 -2.661866 -0.08 -0.14 -0.22
C 2.923423 0.249027 -3.009356 0.00 0.00 -0.04
C 3.914457 0.775256 -2.176442 0.01 -0.02 -0.02
C 5.240117 0.411697 -2.344995 0.00 0.00 0.02
C 5.593847 -0.484039 -3.346289 0.01 0.00 -0.01
C 4.618372 -1.000230 -4.184785 0.00 0.00 0.00
C 3.287586 -0.632933 -4.023149 0.02 0.02 0.03
C 0.203728 0.184880 -4.092313 -0.06 0.09 0.01
C 0.124295 -1.175456 -4.397516 0.01 -0.04 0.06
C -0.690709 -1.624583 -5.421542 -0.01 0.01 -0.02
C -1.462433 -0.719675 -6.142413 0.01 -0.01 0.01
C -1.407945 0.630697 -5.833898 0.00 0.00 -0.02
C -0.576052 1.082605 -4.816214 0.04 0.02 -0.02
C 0.628981 3.574509 -2.026577 -0.07 -0.02 0.00
H -1.888222 4.268589 0.204326 -0.01 0.00 0.00
H -0.922624 6.543680 0.066184 0.00 0.00 0.00
H 0.931039 6.964724 -1.512982 0.00 0.00 0.00
H 2.373145 6.290478 -3.208164 0.00 0.00 0.00
H 3.279318 4.564984 -4.732664 0.00 0.00 0.00
H 2.659151 2.227422 -4.406029 0.01 -0.02 -0.02
H 3.653400 1.479767 -1.395770 -0.01 0.01 0.01
H 5.996261 0.827265 -1.692122 0.00 0.00 0.00
H 6.630084 -0.765391 -3.480267 0.00 0.00 0.00
H 4.890318 -1.678053 -4.983458 0.00 0.00 0.00
H 2.549182 -1.021472 -4.709424 0.01 0.00 -0.01
H 0.698642 -1.898412 -3.829987 -0.02 0.02 0.01
H -0.724023 -2.680704 -5.657398 0.00 0.00 0.00
H -2.093934 -1.067370 -6.950062 0.00 0.00 0.00
H -1.997209 1.342227 -6.397411 -0.01 0.00 0.00
H -0.530615 2.142980 -4.602869 0.00 0.00 0.03
C -5.184303 -1.023834 -4.351657 -0.02 0.00 -0.01
O -5.456993 -1.819761 -3.196113 -0.04 0.00 -0.03
C -4.475915 -2.051596 -2.337810 0.03 0.00 0.02
C -4.819161 -2.858770 -1.227580 0.04 -0.01 0.04
C -3.874103 -3.156320 -0.296397 -0.05 -0.01 0.00
C -2.546781 -2.656423 -0.384696 -0.03 -0.04 0.00
C -1.564026 -3.020495 0.586183 -0.01 -0.14 -0.11
C -1.840952 -4.044811 1.641671 0.00 0.01 -0.02
O -0.390414 -2.541932 0.577176 -0.17 -0.20 0.11
C -2.229351 -1.846364 -1.511284 0.04 -0.11 -0.08
O -1.006147 -1.361660 -1.690434 -0.64 -0.16 -0.30
C -3.182645 -1.561058 -2.483301 0.00 0.01 0.04
H -6.118323 -0.977418 -4.900577 0.01 0.01 -0.01
H -4.413507 -1.492474 -4.965012 0.00 0.01 -0.01
H -4.873108 -0.019684 -4.059064 0.00 0.00 -0.01
H -5.831412 -3.229346 -1.152109 0.00 0.00 -0.01
H -4.151743 -3.785479 0.537626 0.00 0.00 -0.01
H -1.898571 -5.031880 1.176774 -0.01 0.00 0.01
H -2.787545 -3.865849 2.148862 0.01 0.02 0.01
H -1.030669 -4.042081 2.364910 0.00 -0.01 -0.01
H -2.872126 -0.967906 -3.333518 -0.01 -0.01 0.03
O -0.201955 -0.013175 1.471679 -0.20 -0.17 -0.45
P -0.571745 0.818429 2.718071 0.18 0.04 0.12
C 0.103022 2.485215 2.552216 -0.01 0.02 0.02
C 1.515641 2.514351 1.948978 -0.01 -0.01 -0.06
C 2.038357 3.947805 1.874925 0.00 0.00 0.00
C 1.960392 4.686433 3.230909 0.00 0.03 -0.01
C 1.345972 3.821816 4.327796 0.01 0.00 0.03
C -0.009962 3.277633 3.887780 -0.04 0.01 0.00
C -2.380801 1.003615 2.824560 -0.01 0.04 0.01
C -3.155728 -0.082860 2.072960 -0.01 -0.08 0.03
C -4.612080 0.357078 1.897247 -0.01 0.00 -0.02
C -5.182334 1.014311 3.170297 -0.01 0.01 0.00
C -4.354027 0.649097 4.395789 -0.01 -0.01 0.03
C -2.920488 1.177312 4.269721 0.01 0.02 0.02
C 0.105923 -0.072796 4.134498 0.00 -0.02 0.04
C 1.642284 -0.219694 4.029142 0.00 0.03 -0.04
C 2.146386 -1.423884 4.842749 0.02 -0.03 -0.01
C 1.247171 -1.691567 6.042723 0.02 0.01 0.04
C -0.158295 -2.107366 5.584387 -0.01 -0.02 0.00
C -0.533055 -1.465656 4.240275 -0.01 0.00 -0.03
H -0.564064 2.947749 1.814172 0.03 -0.02 0.01
H 1.493339 2.079799 0.947451 0.00 0.03 0.08
H 2.201647 1.893928 2.525564 0.00 0.02 -0.01
H 1.467453 4.489456 1.116925 -0.02 0.01 0.01
H 3.067889 3.918886 1.515873 0.00 0.00 -0.01
H 1.354034 5.589744 3.125910 0.00 0.00 0.00
H 2.949944 5.021851 3.540112 0.00 -0.01 0.01
H 1.220063 4.404643 5.240953 0.01 0.01 -0.01
H 2.016810 2.996639 4.582483 0.00 0.00 -0.01
H -0.697090 4.114518 3.743090 0.00 0.01 0.00
H -0.445547 2.673390 4.688212 0.02 0.00 -0.01
H -2.560760 1.938260 2.277509 0.00 -0.02 0.00
H -3.100093 -1.026595 2.622892 -0.02 0.01 -0.01
H -2.710788 -0.267514 1.096155 0.03 -0.02 -0.04
H -5.212256 -0.507234 1.605776 0.01 -0.01 0.02
H -4.664978 1.061419 1.062346 -0.01 -0.01 -0.01
H -6.220885 0.718490 3.313932 0.00 0.01 0.00
H -5.190416 2.102322 3.061116 0.02 0.00 0.00
H -4.343486 -0.437483 4.522831 0.01 0.00 -0.01
H -4.803562 1.054728 5.302151 0.00 0.00 0.00
H -2.287730 0.667043 4.997934 -0.01 -0.01 -0.01
H -2.898958 2.237518 4.528786 0.00 0.00 0.01
H -0.139615 0.492755 5.038496 -0.01 0.02 -0.05
H 2.116248 0.695309 4.388553 -0.02 -0.02 0.03
H 1.939231 -0.337962 2.983502 0.01 0.01 0.01
H 3.172025 -1.236472 5.159321 0.00 -0.01 -0.01
H 2.181253 -2.314371 4.208197 -0.02 0.00 0.01
H 1.192897 -0.788699 6.658206 0.00 0.00 -0.01
H 1.675128 -2.463846 6.681084 0.00 0.00 0.00
H -0.894164 -1.827384 6.340978 0.00 0.00 0.00
H -0.215549 -3.193349 5.485341 0.01 0.00 0.00
H -1.619976 -1.429513 4.135862 0.01 0.01 0.01
H -0.156402 -2.065281 3.406178 -0.01 0.00 0.01
```
Positions in Å, forces in eV/Å.

Kohn-Sham gap = 7.32 eV
charge = +2
relative energy (zero: lowest compared OMol25 entry of this formula, charge and spin) = 0.000 eV
E_LUMO = -5.5 eV
strongest force on any atom = 1.1 eV/Å